A:
{
  "formula": "C33H46BrN3P2ReSe",
  "method": "ωB97M-V with the def2-TZVPD basis set",
  "charge": 4,
  "gap_ev": [4.72, 3.57],
  "e_homo_ev": [-18.46, -18.46],
  "spin_multiplicity": 4,
  "symbols": ["C", "C", "C", "C", "N", "C", "C", "C", "C", "C", "C", "C", "C", "C", "Re", "P", "H", "H", "H", "H", "H", "H", "H", "H", "C", "C", "H", "H", "H", "H", "H", "C", "C", "H", "H", "H", "H", "H", "C", "C", "H", "H", "H", "H", "H", "Br", "P", "C", "C", "H", "H", "H", "H", "H", "C", "C", "H", "H", "H", "H", "H", "C", "C", "H", "H", "H", "H", "H", "C", "N", "C", "Se", "N", "C", "C", "C", "C", "C", "C", "H", "H", "H", "H", "H", "H", "H", "H"],
  "coordinates": [[0.334, 5.109, -3.579], [-0.074, 3.970, -4.293], [-0.532, 4.118, -5.607], [-0.469, 5.395, -6.194], [-0.031, 6.465, -5.537], [0.344, 6.345, -4.267], [-0.142, 2.650, -3.645], [-1.162, 1.815, -3.343], [-1.837, 1.120, -2.311], [-1.043, -0.074, -2.002], [-1.365, -0.764, -0.713], [-2.598, -0.546, -0.073], [-3.379, 0.569, -0.500], [-2.981, 1.380, -1.555], [0.581, 1.105, -2.769], [2.611, 0.077, -1.855], [-0.953, 3.283, -6.140], [0.593, 5.074, -2.517], [-0.793, 5.549, -7.219], [0.669, 7.250, -3.744], [-3.601, 2.232, -1.860], [-1.198, -0.855, -2.859], [-4.294, 0.814, 0.052], [-0.753, -1.574, -0.330], [2.079, -0.912, -0.350], [2.417, -2.385, -0.360], [0.992, -0.770, -0.281], [2.512, -0.411, 0.537], [2.098, -2.798, 0.598], [1.894, -2.943, -1.141], [3.489, -2.569, -0.464], [3.203, -1.087, -3.118], [3.628, -0.300, -4.330], [2.380, -1.767, -3.350], [4.002, -1.690, -2.682], [3.720, -0.991, -5.168], [2.884, 0.458, -4.602], [4.588, 0.198, -4.168], [4.092, 0.926, -1.264], [5.110, -0.019, -0.639], [3.776, 1.710, -0.565], [4.523, 1.442, -2.128], [5.982, 0.535, -0.278], [4.715, -0.573, 0.218], [5.481, -0.763, -1.351], [-3.065, -1.613, 1.325], [-1.582, -2.016, -3.854], [-0.171, -3.049, -3.327], [0.058, -4.393, -4.035], [-0.304, -3.238, -2.245], [0.741, -2.435, -3.422], [1.135, -4.607, -4.062], [-0.401, -5.228, -3.488], [-0.309, -4.403, -5.068], [-3.064, -2.485, -2.874], [-4.215, -3.362, -3.402], [-3.502, -1.538, -2.521], [-2.643, -2.980, -1.981], [-4.939, -3.507, -2.586], [-4.770, -2.889, -4.218], [-3.893, -4.362, -3.711], [-2.013, -0.841, -5.176], [-2.818, -1.414, -6.347], [-1.080, -0.381, -5.540], [-2.592, -0.024, -4.716], [-3.219, -0.575, -6.922], [-2.184, -2.001, -7.020], [-3.663, -2.025, -6.012], [-1.679, 2.330, 1.835], [-0.318, 1.821, 2.007], [0.691, 1.851, 1.113], [0.692, 2.413, -0.755], [1.796, 1.423, 1.775], [1.464, 0.970, 3.056], [2.172, 0.125, 3.906], [1.443, -0.459, 4.954], [0.062, -0.217, 5.113], [-0.633, 0.623, 4.222], [0.106, 1.209, 3.203], [-1.954, 2.889, 2.732], [-2.382, 1.510, 1.693], [-1.677, 2.980, 0.961], [2.721, 1.384, 1.340], [3.226, -0.038, 3.728], [1.943, -1.115, 5.662], [-0.473, -0.696, 5.944], [-1.713, 0.829, 4.291]],
  "lowdin_spin": [0.005, 0.002, 0.005, -0.002, 0.006, -0.001, 0.026, 0.112, 0.103, 0.156, 0.035, 0.022, 0.097, 0.012, 1.413, 0.040, 0.001, -0.001, 0.000, 0.000, 0.000, 0.069, 0.003, 0.002, 0.005, 0.001, 0.001, 0.000, 0.000, 0.000, 0.000, 0.029, 0.017, 0.003, 0.003, 0.000, 0.013, 0.001, -0.001, -0.001, 0.002, 0.000, 0.000, 0.000, 0.000, 0.003, 0.324, 0.031, 0.022, 0.000, 0.005, 0.002, 0.001, 0.001, 0.022, 0.013, 0.004, 0.000, 0.001, 0.000, 0.000, 0.036, 0.023, 0.005, 0.004, 0.003, 0.000, 0.001, 0.005, 0.008, 0.055, 0.229, 0.006, 0.003, 0.000, 0.002, 0.002, 0.000, 0.004, 0.000, 0.001, 0.002, 0.001, 0.000, 0.000, 0.000, 0.000]
}

---

B:
{
  "formula": "C33H46BrN3P2ReSe",
  "method": "ωB97M-V with the def2-TZVPD basis set",
  "charge": 4,
  "gap_ev": [5.61, 4.44],
  "e_homo_ev": [-17.91, -17.92],
  "spin_multiplicity": 4,
  "symbols": ["C", "C", "C", "C", "N", "C", "C", "C", "C", "C", "C", "C", "C", "C", "Re", "P", "H", "H", "H", "H", "H", "H", "H", "H", "C", "C", "H", "H", "H", "H", "H", "C", "C", "H", "H", "H", "H", "H", "C", "C", "H", "H", "H", "H", "H", "Br", "P", "C", "C", "H", "H", "H", "H", "H", "C", "C", "H", "H", "H", "H", "H", "C", "C", "H", "H", "H", "H", "H", "C", "N", "C", "Se", "N", "C", "C", "C", "C", "C", "C", "H", "H", "H", "H", "H", "H", "H", "H"],
  "coordinates": [[-0.831, 7.348, -4.703], [-1.055, 5.987, -4.994], [-1.320, 5.619, -6.327], [-1.348, 6.622, -7.305], [-1.130, 7.901, -7.008], [-0.880, 8.273, -5.755], [-1.003, 4.993, -3.957], [-0.952, 4.145, -3.083], [-0.698, 3.210, -2.062], [0.512, 3.320, -1.356], [0.927, 2.294, -0.524], [0.073, 1.164, -0.388], [-1.232, 1.122, -0.958], [-1.585, 2.146, -1.827], [0.072, 0.194, 1.359], [1.882, -0.916, 0.691], [-1.502, 4.582, -6.606], [-0.622, 7.689, -3.689], [-1.553, 6.366, -8.347], [-0.710, 9.335, -5.561], [-2.535, 2.118, -2.362], [1.146, 4.192, -1.526], [-1.917, 0.308, -0.710], [1.862, 2.360, 0.040], [2.238, -2.571, 1.441], [3.087, -3.564, 0.636], [1.251, -3.003, 1.668], [2.706, -2.359, 2.415], [3.285, -4.444, 1.263], [2.577, -3.928, -0.263], [4.061, -3.158, 0.340], [1.754, -1.309, -1.116], [2.735, -0.591, -2.043], [0.725, -1.067, -1.429], [1.835, -2.398, -1.209], [2.474, -0.838, -3.083], [2.677, 0.501, -1.949], [3.776, -0.904, -1.886], [3.452, 0.030, 0.930], [4.773, -0.746, 0.890], [3.343, 0.548, 1.898], [3.460, 0.824, 0.169], [5.595, -0.037, 1.062], [4.837, -1.510, 1.672], [4.961, -1.218, -0.081], [-1.334, -1.740, 1.774], [-2.698, -3.473, -2.562], [-0.860, -3.587, -2.478], [-0.390, -5.030, -2.675], [-0.534, -3.186, -1.506], [-0.461, -2.941, -3.273], [0.677, -5.052, -2.924], [-0.539, -5.629, -1.769], [-0.935, -5.517, -3.492], [-3.147, -3.256, -0.791], [-4.564, -3.755, -0.520], [-3.039, -2.189, -0.553], [-2.417, -3.804, -0.178], [-4.719, -3.898, 0.554], [-5.308, -3.038, -0.880], [-4.745, -4.714, -1.019], [-2.950, -1.774, -3.249], [-3.185, -1.820, -4.762], [-2.074, -1.157, -3.001], [-3.827, -1.346, -2.742], [-3.613, -0.873, -5.108], [-2.250, -1.984, -5.309], [-3.881, -2.622, -5.034], [-1.556, 1.282, 5.197], [-0.219, 0.864, 5.602], [0.863, 0.881, 4.799], [0.892, 1.597, 3.020], [1.904, 0.381, 5.527], [1.465, 0.020, 6.813], [2.080, -0.700, 7.829], [1.273, -1.082, 8.917], [-0.098, -0.761, 8.959], [-0.703, -0.044, 7.917], [0.117, 0.333, 6.860], [-2.184, 1.264, 6.088], [-1.966, 0.602, 4.440], [-1.522, 2.295, 4.784], [2.849, 0.285, 5.161], [3.140, -0.946, 7.755], [1.702, -1.645, 9.747], [-0.689, -1.084, 9.818], [-1.760, 0.219, 7.896]],
  "lowdin_spin": [0.108, 0.135, 0.092, -0.010, 0.162, -0.013, 0.101, 0.220, 0.003, 0.056, -0.032, 0.049, -0.020, 0.049, 0.770, 0.043, 0.002, 0.003, -0.002, -0.003, 0.002, 0.002, 0.000, -0.001, 0.003, 0.000, 0.001, 0.000, 0.000, 0.000, 0.000, 0.016, 0.001, 0.002, 0.002, 0.001, 0.000, 0.000, 0.016, 0.002, 0.000, 0.000, 0.001, 0.000, 0.000, 0.053, 0.621, 0.089, 0.013, 0.014, 0.002, 0.000, 0.000, 0.004, 0.092, 0.012, 0.015, 0.001, 0.000, 0.000, 0.004, 0.092, 0.011, 0.015, 0.001, 0.000, 0.000, 0.004, 0.005, 0.000, 0.029, 0.154, 0.005, 0.000, 0.000, -0.001, -0.001, 0.000, -0.001, 0.000, 0.000, 0.003, 0.001, 0.000, 0.000, 0.000, 0.000]
}

---

Stability order, top to bottom: B, A

---

A:
{
  "formula": "C12H27Cl2N2OP2Sm",
  "method": "ωB97M-V with the def2-TZVPD basis set",
  "charge": 2,
  "gap_ev": [7.91, 7.92],
  "e_homo_ev": [-14.90, -14.29],
  "spin_multiplicity": 6,
  "symbols": ["C", "C", "H", "H", "H", "O", "Cl", "Sm", "P", "C", "C", "H", "H", "H", "H", "H", "H", "C", "H", "H", "H", "P", "C", "C", "H", "H", "H", "C", "H", "H", "H", "H", "H", "H", "Cl", "C", "N", "C", "C", "N", "C", "H", "H", "H", "H", "H", "H"],
  "coordinates": [[1.481, -0.267, -6.605], [1.030, 0.152, -5.224], [2.576, -0.282, -6.645], [1.086, 0.436, -7.347], [1.082, -1.261, -6.832], [1.712, 0.428, -4.292], [-0.754, 0.193, -5.110], [0.317, -0.171, -0.057], [0.030, 2.303, -0.374], [1.183, 3.199, 0.603], [0.247, 2.701, -2.079], [0.052, 3.771, -2.158], [-1.702, 3.823, -0.113], [-0.446, 2.135, -2.716], [-2.370, 2.192, -0.473], [2.215, 2.949, 0.322], [1.269, 2.475, -2.411], [-1.627, 2.757, 0.103], [0.979, 4.248, 0.399], [-1.800, 2.572, 1.171], [1.060, 2.988, 1.673], [0.268, -2.687, -0.053], [1.492, -3.340, 1.027], [-1.343, -3.233, 0.486], [-0.209, -2.869, -2.393], [0.443, -4.364, -1.634], [1.536, -3.003, -2.054], [0.534, -3.279, -1.697], [-2.132, -2.817, -0.153], [-1.317, -4.319, 0.407], [1.387, -4.420, 0.962], [1.342, -3.004, 2.060], [-1.540, -2.932, 1.522], [2.497, -3.034, 0.710], [-1.610, -0.373, -1.690], [-1.062, 1.697, 5.414], [-0.788, 0.773, 4.298], [-0.735, -0.629, 4.418], [-0.446, -1.109, 3.208], [-0.319, -0.037, 2.284], [-0.534, 1.069, 3.028], [-2.051, 1.484, 5.834], [-0.302, 1.571, 6.192], [-1.035, 2.717, 5.036], [-0.892, -1.150, 5.338], [-0.310, -2.140, 2.945], [-0.496, 2.087, 2.672]],
  "lowdin_spin": [0.000, 0.000, 0.000, 0.000, 0.000, 0.000, 0.000, 5.267, -0.068, -0.011, -0.010, -0.003, -0.003, 0.000, 0.000, 0.000, 0.000, -0.010, -0.003, 0.000, 0.000, -0.068, -0.013, -0.008, 0.000, -0.003, 0.000, -0.010, 0.000, -0.003, -0.004, 0.000, 0.000, 0.000, -0.037, 0.000, 0.000, 0.000, 0.000, -0.011, 0.000, 0.000, 0.000, 0.000, 0.000, 0.000, 0.000]
}

---

B:
{
  "formula": "C12H27Cl2N2OP2Sm",
  "method": "ωB97M-V with the def2-TZVPD basis set",
  "charge": 2,
  "gap_ev": [8.15, 7.90],
  "e_homo_ev": [-15.26, -14.59],
  "spin_multiplicity": 6,
  "symbols": ["C", "C", "H", "H", "H", "O", "Cl", "Sm", "P", "C", "C", "H", "H", "H", "H", "H", "H", "C", "H", "H", "H", "P", "C", "C", "H", "H", "H", "C", "H", "H", "H", "H", "H", "H", "Cl", "C", "N", "C", "C", "N", "C", "H", "H", "H", "H", "H", "H"],
  "coordinates": [[4.939, -2.687, -3.487], [3.811, -2.481, -2.518], [4.547, -2.683, -4.505], [5.436, -3.636, -3.267], [5.678, -1.891, -3.355], [2.655, -2.331, -2.750], [4.416, -2.481, -0.789], [0.000, 0.000, 0.000], [-0.614, -2.181, 0.488], [-2.278, -2.737, -0.042], [0.505, -3.439, -0.232], [0.228, -4.448, 0.093], [-0.798, -3.632, 2.454], [1.524, -3.208, 0.089], [0.405, -2.317, 2.664], [-2.364, -2.636, -1.128], [0.460, -3.378, -1.323], [-0.586, -2.572, 2.278], [-2.452, -3.780, 0.241], [-1.330, -1.958, 2.792], [-3.037, -2.102, 0.421], [0.869, 2.118, -0.360], [-0.184, 3.334, -1.238], [1.339, 2.994, 1.179], [3.133, 1.455, -0.835], [2.841, 3.129, -1.407], [2.221, 1.730, -2.333], [2.422, 2.120, -1.332], [2.018, 2.348, 1.741], [1.825, 3.950, 0.957], [0.331, 4.294, -1.348], [-1.111, 3.481, -0.678], [0.443, 3.168, 1.781], [-0.440, 2.944, -2.227], [2.070, -0.501, 1.076], [-4.788, 0.655, 3.500], [-3.625, 1.040, 2.709], [-3.200, 2.285, 2.475], [-2.087, 2.203, 1.672], [-1.802, 0.905, 1.409], [-2.777, 0.224, 2.058], [-4.667, 1.018, 4.542], [-5.703, 1.104, 3.059], [-4.902, -0.449, 3.514], [-3.669, 3.187, 2.847], [-1.563, 3.059, 1.318], [-2.901, -0.833, 2.064]],
  "lowdin_spin": [0.000, 0.000, 0.000, 0.000, 0.000, 0.000, 0.000, 5.239, -0.058, -0.011, -0.008, -0.002, -0.002, 0.000, 0.000, 0.000, 0.000, -0.008, -0.003, 0.000, 0.000, -0.059, -0.015, -0.006, 0.000, -0.002, 0.000, -0.007, 0.000, -0.002, -0.004, 0.000, 0.000, 0.000, -0.040, 0.000, 0.000, 0.000, 0.000, -0.010, 0.000, 0.000, 0.000, 0.000, 0.000, 0.000, 0.000]
}

---

Stability order, top to bottom: A, B

---

A:
{
  "formula": "C5H11NO",
  "method": "ωB97M-V with the def2-TZVPD basis set",
  "charge": 1,
  "gap_ev": [7.75, 6.73],
  "e_homo_ev": [-14.35, -14.35],
  "spin_multiplicity": 2,
  "symbols": ["C", "C", "C", "C", "C", "N", "H", "H", "H", "H", "H", "H", "H", "H", "H", "H", "H", "O"],
  "coordinates": [[1.650, -0.385, 0.784], [0.614, -0.841, -0.274], [-0.802, -0.312, -0.116], [-1.404, -0.463, 1.048], [-1.579, -0.695, -2.326], [-1.586, 0.041, -1.232], [1.415, 0.528, 1.360], [1.370, -1.205, 1.676], [2.713, -0.497, 0.533], [0.659, -1.941, -0.332], [0.990, -0.272, -1.114], [-0.820, -0.918, 1.856], [-2.561, -0.675, 1.239], [-0.761, -0.847, -3.133], [-2.415, -1.448, -2.560], [1.487, 3.679, 1.119], [0.561, 2.856, 0.338], [0.470, 3.396, 1.135]],
  "lowdin_spin": [0.011, 0.021, 0.091, 0.262, 0.072, 0.471, 0.001, 0.000, 0.003, -0.003, 0.000, 0.009, 0.004, 0.028, 0.029, 0.000, 0.000, 0.000]
}

---

B:
{
  "formula": "C5H11NO",
  "method": "ωB97M-V with the def2-TZVPD basis set",
  "charge": 1,
  "gap_ev": [8.55, 6.56],
  "e_homo_ev": [-13.28, -13.28],
  "spin_multiplicity": 2,
  "symbols": ["N", "C", "C", "C", "C", "C", "H", "H", "H", "H", "H", "H", "H", "H", "H", "H", "H", "O"],
  "coordinates": [[-0.412, 2.180, -0.037], [-0.785, 1.198, 0.846], [0.241, 0.503, 1.493], [1.561, 0.443, 0.874], [2.708, -0.067, 1.405], [-2.242, 1.147, 1.156], [-1.265, 2.681, -0.263], [0.469, 2.639, 0.147], [-0.019, -0.347, 2.122], [1.696, 1.061, 0.009], [3.742, 0.249, 1.409], [2.593, -1.095, 1.832], [-2.870, 1.347, 0.241], [-2.651, 0.287, 1.694], [-2.433, 2.090, 1.723], [-0.063, -3.996, -4.960], [0.233, -5.468, -4.877], [-0.503, -4.851, -4.815]],
  "lowdin_spin": [0.138, 0.115, 0.227, 0.047, 0.400, 0.013, 0.005, 0.003, 0.008, 0.003, 0.020, 0.015, 0.001, 0.000, 0.005, 0.000, 0.000, 0.000]
}

---

Stability order, top to bottom: B, A